[1]
The ion C17H28N3O4 with charge +1 at a distorted geometry. Source: the Open Molecules 2025 dataset; level of theory: ωB97M-V/def2-TZVPD.

Geometry (Å):
C1 2.69742 -3.91621 1.75341
C2 3.03962 -2.53528 1.74557
C3 1.98280 -1.41664 2.26685
C4 1.69345 -0.47850 0.98036
N1 2.52271 -0.35682 -0.19389
N2 1.94847 0.49729 -1.08152
C5 2.38532 0.97708 -2.42168
C6 3.59894 0.14774 -3.07168
C7 0.72370 0.93764 -0.48334
C8 -0.37594 1.93974 -1.12670
C9 -1.17642 1.02498 -2.22219
C10 -2.60068 0.50417 -1.66328
C11 -2.53379 -1.04009 -1.19825
O1 -1.50015 -1.40965 -0.57991
O2 -3.54950 -1.97986 -1.48391
C12 -3.60699 -3.04474 -0.48962
C13 -2.66015 -4.31172 -0.86609
N3 0.51698 0.37111 0.82265
C14 -0.63588 0.61465 1.76564
C15 -0.12101 1.74317 2.82840
O3 -1.15423 2.73785 3.12432
C16 -0.62397 4.04581 2.79683
C17 -0.79025 4.53315 1.27697
O4 -0.04233 4.78529 3.61026
H1 1.66969 -4.29895 1.39941
H2 3.46025 -4.70324 2.06015
H3 4.04343 -2.14582 1.33583
H4 1.03825 -2.00115 2.58812
H5 2.43238 -0.82880 3.13800
H6 1.51623 0.95084 -3.18318
H7 2.70410 2.07930 -2.34228
H8 3.14006 -0.54915 -3.87027
H9 4.16208 -0.41620 -2.25657
H10 4.36590 0.84273 -3.58124
H11 -1.12142 2.30199 -0.33125
H12 0.13345 2.83809 -1.61227
H13 -0.56933 0.06879 -2.46297
H14 -1.26021 1.58411 -3.22512
H15 -3.35832 0.62260 -2.52544
H16 -2.93604 1.20016 -0.81033
H17 -3.39498 -2.68921 0.57806
H18 -4.68230 -3.46371 -0.47176
H19 -1.55120 -4.03402 -0.71783
H20 -2.83352 -4.61961 -1.95264
H21 -2.86401 -5.17819 -0.12705
H22 -0.80872 -0.38856 2.29319
H23 -1.58116 0.93839 1.21635
H24 0.72886 2.31873 2.29424
H25 0.27732 1.25528 3.78785
H26 -1.73905 4.09538 0.81727
H27 0.09808 4.17557 0.64535
H28 -0.80794 5.67452 1.22718

Properties
Net charge: +1
Calculated total energy: -30730.235 eV
HOMO: -11.6 eV
HOMO-LUMO gap: 8.7 eV
SMILES string: C=CCc1nn(CC)c(CCCC(=O)OCC)[n+]1CCOC(C)=O
E_LUMO: -3.0 eV

[2]
The ion C11H9IN with charge +1 at a distorted geometry. Source: the Open Molecules 2025 dataset; level of theory: ωB97M-V/def2-TZVPD.

Geometry (Å):
C1 0.41256 -3.03764 -0.25478
C2 -0.84393 -3.36742 0.09380
C3 0.62171 3.51699 0.13709
C4 0.50203 2.90985 -1.11115
C5 0.73294 2.69308 1.25674
C6 1.11375 -1.76824 -0.37228
C7 -2.04108 -2.58436 0.37194
C8 0.51863 1.54502 -1.22436
C9 0.74610 1.33245 1.12378
C10 0.65156 -0.56139 -0.22176
C11 -2.28526 -1.33249 0.13924
N1 0.66907 0.74068 -0.11884
I1 -3.25629 0.39812 -0.01853
H1 1.07381 -3.87801 -0.42711
H2 -1.03443 -4.42821 0.17395
H3 0.62941 4.58977 0.23488
H4 0.39658 3.49643 -2.00853
H5 0.80544 3.12140 2.24411
H6 2.18047 -1.88654 -0.58605
H7 -2.85787 -3.19369 0.77618
H8 0.44349 1.03594 -2.17142
H9 0.82130 0.65827 1.96309

Properties
Net charge: +1
Calculated total energy: -21130.897 eV
HOMO (alpha / beta): -11.1 / -11.9 eV
HOMO-LUMO gap (alpha / beta): 5.9 / 7.7 eV
E_LUMO (alpha / beta): -5.2 / -4.2 eV

[3]
A cluster of 7 separate species, C19H35Cl12IO4 in total at a distorted geometry. Source: the Open Molecules 2025 dataset; level of theory: ωB97M-V/def2-TZVPD.

Geometry (Å):
C1 2.77775 0.11284 3.28501
C2 2.62878 -0.34450 1.72764
O1 3.15764 0.64176 0.80243
C3 3.40115 -1.79351 1.64365
C4 2.21300 -2.88185 1.49372
O2 2.14100 -3.63893 0.50197
O3 1.27027 -2.88793 2.58200
C5 -0.06739 -2.57994 2.11354
C6 -0.66629 -1.29078 2.90635
C7 -1.45892 -0.40256 1.80842
O4 -1.11354 0.78709 1.60292
I1 -3.11520 -1.37372 0.78948
H1 1.93354 0.84524 3.50775
H2 3.83372 0.55728 3.36809
H3 2.65275 -0.79616 3.95894
H4 1.51482 -0.45880 1.49195
H5 2.39827 1.00791 0.29429
H6 3.88354 -2.01361 2.66892
H7 4.14954 -1.83085 0.77663
H8 -0.77410 -3.46167 2.34579
H9 -0.06148 -2.33745 1.00077
H10 0.19075 -0.71639 3.39673
H11 -1.44336 -1.63228 3.67923
Cl1 6.33408 -1.59284 -3.67303
C8 5.28400 -2.87151 -3.01047
C9 3.85450 -2.40196 -2.83200
Cl2 3.70087 -1.18952 -1.53677
H12 5.71629 -3.20919 -2.06731
H13 5.31538 -3.70325 -3.71670
H14 3.22035 -3.24557 -2.55077
H15 3.45644 -1.96896 -3.75113
Cl3 -3.87789 -1.76888 4.09497
C10 -4.89831 -1.84342 5.55454
C11 -4.38100 -0.94439 6.65914
Cl4 -2.84270 -1.53148 7.33849
H16 -4.95289 -2.88461 5.87615
H17 -5.89941 -1.52639 5.25639
H18 -5.09950 -0.91762 7.48085
H19 -4.22864 0.07702 6.30696
Cl5 -5.08380 1.52747 -3.73355
C12 -3.56770 0.62028 -3.49687
C13 -3.57665 -0.70772 -4.22634
Cl6 -4.72964 -1.86153 -3.50962
H20 -3.41640 0.48885 -2.42396
H21 -2.76118 1.24839 -3.87943
H22 -2.58914 -1.16963 -4.16521
H23 -3.82992 -0.58530 -5.28059
Cl7 -3.95898 3.44635 -8.23369
C14 -4.91447 3.82007 -6.77617
C15 -6.16006 4.61992 -7.09915
Cl8 -5.77732 6.27455 -7.63734
H24 -4.26774 4.34906 -6.07433
H25 -5.19300 2.86445 -6.32782
H26 -6.78033 4.71425 -6.20551
H27 -6.75508 4.13922 -7.87718
Cl9 -0.88261 4.14721 -5.17936
C16 0.63281 3.24024 -4.94361
C17 0.62442 1.91242 -5.67383
Cl10 -0.52839 0.75780 -4.95761
H28 0.78436 3.10802 -3.87115
H29 1.43925 3.86838 -5.32642
H30 1.61199 1.45069 -5.61306
H31 0.37086 2.03501 -6.72788
Cl11 3.53567 -1.14439 7.11836
C18 5.05964 -0.23519 7.28196
C19 4.89699 1.22431 6.90880
Cl12 4.60267 1.44281 5.16523
H32 5.81399 -0.72576 6.66483
H33 5.36681 -0.31872 8.32611
H34 5.81209 1.77096 7.14615
H35 4.07310 1.68889 7.45271

Properties
Calculated total energy: -186829.213 eV
HOMO: -9.8 eV
HOMO-LUMO gap: 9.9 eV
SMILES string: C[C@@H](O)CC(=O)OCCC(=O)I.ClCCCl.ClCCCl.ClCCCl.ClCCCl.ClCCCl.ClCCCl
E_LUMO: 0.1 eV

[4]
A cluster of 6 separate species, C19H55N2O15PS5Si in total at a distorted geometry. Source: the Open Molecules 2025 dataset; level of theory: ωB97M-V/def2-TZVPD.

Geometry (Å):
N1 3.40985 7.33528 -0.28353
P1 3.11031 6.03186 -1.20950
Si1 1.18771 5.04430 -0.63181
C1 1.59329 3.28825 0.06122
C2 1.88335 3.25495 1.69154
C3 3.21166 4.09389 2.15781
C4 4.42325 3.12858 2.78555
N2 5.66428 4.04578 2.81392
H1 2.58497 7.43834 0.37341
H2 4.14633 5.05604 -0.95732
H3 3.08893 6.31924 -2.61942
H4 0.49745 5.77814 0.44427
H5 0.38803 5.01920 -1.87959
H6 0.62549 2.61130 -0.11214
H7 2.53196 2.86380 -0.51613
H8 0.93820 3.75582 2.22210
H9 1.88963 2.12915 2.08277
H10 3.73396 4.67827 1.26334
H11 2.86762 4.88700 2.95938
H12 4.57840 2.22570 2.02983
H13 4.14374 2.70612 3.84174
H14 5.28895 5.04178 2.78982
H15 6.16048 3.95804 1.87959
O1 2.48484 -0.22018 -1.58692
S1 3.70068 0.13291 -2.28838
O2 3.72459 1.13936 -3.32715
O3 4.39718 -1.22539 -2.85947
C5 3.62352 -2.09897 -3.66901
C6 3.49731 -1.57445 -5.08682
C7 4.94826 0.53435 -1.08998
H16 2.63929 -2.27497 -3.22241
H17 4.14532 -3.06160 -3.68950
H18 2.89416 -0.66201 -5.11568
H19 3.01905 -2.31627 -5.73249
H20 4.48073 -1.32487 -5.49785
H21 4.97752 -0.25136 -0.33269
H22 4.68089 1.48761 -0.63082
H23 5.91062 0.62216 -1.59737
O4 -1.63605 0.16270 3.07810
S2 -1.72647 0.52036 1.67849
O5 -1.96369 1.88023 1.24602
O6 -2.80848 -0.45684 0.95008
C8 -4.11576 -0.55279 1.49675
C9 -4.96145 0.65068 1.12566
C10 -0.28159 -0.08904 0.84498
H24 -4.07523 -0.68913 2.58253
H25 -4.57302 -1.45423 1.07524
H26 -4.58946 1.55716 1.61256
H27 -6.00022 0.50334 1.43413
H28 -4.93178 0.82845 0.04590
H29 -0.12850 -1.13423 1.12034
H30 0.57137 0.51169 1.16528
H31 -0.42549 0.01279 -0.23215
O7 8.06893 -0.02987 -1.54852
S3 8.69991 -1.23686 -2.03845
O8 9.33764 -2.18552 -1.15194
O9 9.74586 -0.84452 -3.22516
C11 10.74165 0.13274 -2.95978
C12 11.88615 -0.44762 -2.15075
C13 7.53388 -2.11280 -3.05181
H32 10.30766 1.00642 -2.46231
H33 11.12441 0.47024 -3.92877
H34 11.56049 -0.70493 -1.13839
H35 12.70600 0.27152 -2.06950
H36 12.26191 -1.36624 -2.61260
H37 7.08997 -1.41510 -3.76444
H38 6.76171 -2.52399 -2.39935
H39 8.05297 -2.92106 -3.57000
O10 -5.88148 -3.19801 2.19708
S4 -5.30145 -4.34525 2.86222
O11 -5.44622 -5.68846 2.34514
O12 -5.75385 -4.33551 4.42794
C14 -7.13826 -4.26278 4.73643
C15 -7.81807 -5.60664 4.55433
C16 -3.57418 -4.03032 3.12895
H40 -7.62996 -3.48599 4.14149
H41 -7.21625 -3.96254 5.78673
H42 -7.84653 -5.89240 3.49854
H43 -8.84703 -5.57267 4.92311
H44 -7.27388 -6.39285 5.08733
H45 -3.45953 -3.04028 3.57434
H46 -3.07114 -4.06638 2.16113
H47 -3.17157 -4.80236 3.78708
O13 -8.22800 0.68832 -2.06602
S5 -9.47528 0.47948 -1.36199
O14 -9.73615 1.07067 -0.06777
O15 -9.77486 -1.12028 -1.27667
C17 -8.77790 -1.97173 -0.73064
C18 -8.75738 -1.90060 0.78453
C19 -10.81519 0.89787 -2.44982
H48 -7.79397 -1.73994 -1.15170
H49 -9.02737 -2.99318 -1.03685
H50 -8.41498 -0.91945 1.12695
H51 -8.08423 -2.65673 1.19812
H52 -9.76081 -2.05381 1.19441
H53 -10.65635 0.40729 -3.41200
H54 -10.82001 1.98164 -2.57802
H55 -11.75325 0.57213 -1.99681

Properties
Calculated total energy: -125624.432 eV
HOMO: -8.3 eV
HOMO-LUMO gap: 8.6 eV
SMILES string: N=[PH2][SiH2]CCCCN.CCOS(C)(=O)=O.CCOS(C)(=O)=O.CCOS(C)(=O)=O.CCOS(C)(=O)=O.CCOS(C)(=O)=O
E_LUMO: 0.3 eV

[5]
An isolated molecule of C4H6O2. Source: the Open Molecules 2025 dataset; level of theory: ωB97M-V/def2-TZVPD.

Geometry (Å):
C1 0.45176 1.04738 -0.72781
C2 -1.11630 -0.76324 -0.44559
O1 -0.78781 -1.84752 -0.86178
C3 -0.20221 0.13369 0.35892
C4 0.70377 -0.72900 1.23134
O2 0.97056 -0.44893 2.37519
H1 0.25532 2.09930 -0.51307
H2 0.02302 0.84201 -1.71606
H3 1.52997 0.90519 -0.82052
H4 -0.77285 0.75891 1.05240
H5 -2.09207 -0.31273 -0.71931
H6 1.03683 -1.68505 0.78631

Properties
Calculated total energy: -8339.145 eV
HOMO: -9.8 eV
HOMO-LUMO gap: 10.4 eV
SMILES string: CC(C=O)C=O
E_LUMO: 0.7 eV

[6]
A cluster of 2 separate species, C5H6O in total at a distorted geometry. Source: the Open Molecules 2025 dataset; level of theory: ωB97M-V/def2-TZVPD.

Geometry (Å):
C1 -0.48637 -0.33727 1.44081
C2 0.20663 -0.36323 0.34511
C3 -1.97533 1.70811 -0.33873
C4 -1.26035 -0.24676 0.24895
C5 1.52722 -0.15087 -0.25590
O1 -1.47756 2.72282 0.03414
H1 -0.53432 -0.48154 2.52962
H2 -2.83180 1.58719 -1.20587
H3 -1.84712 -0.95108 -0.16895
H4 1.60884 0.81961 -0.48564
H5 1.55468 -0.63906 -1.13652
H6 2.17479 -0.48733 0.42568

Properties
Calculated total energy: -7324.040 eV
HOMO: -7.5 eV
HOMO-LUMO gap: 8.6 eV
E_LUMO: 1.0 eV